Entry 1:
Density functional theory data (ωB97M-V/def2-TZVPD) for a structure of composition C29H29Cl2F3N8O2PSW at a distorted geometry.

For the energy relative to the best compared isomer or geometry (same formula, charge and spin), the calculation gives 17.8 kcal/mol. The value obtained for the HOMO-LUMO gap (spin up / spin down) is 0.220 / 0.220 Eh. The largest force on an atom is 1.87 eV/Å.

ORCA input file:
```
! wB97M-V def2-TZVPD RIJCOSX def2/J DEFGRID3
* xyz 1 1
W 0.91 -0.78 0.79
S -0.44 -0.87 2.82
C -1.93 -1.31 2.08
N -3.02 -1.35 2.87
N -4.12 -1.89 2.54
C -4.49 -2.98 1.68
C -5.84 -3.09 1.41
C -6.30 -4.14 0.63
C -5.41 -5.07 0.13
C -4.05 -4.97 0.44
C -3.58 -3.93 1.22
N -2.08 -1.48 0.77
N -1.03 -1.17 0.08
C -1.27 -1.33 -1.35
C -1.42 -0.20 -2.14
C -1.67 -0.35 -3.49
C -1.77 -1.62 -4.05
C -1.63 -2.74 -3.24
C -1.39 -2.60 -1.88
H -4.89 -1.55 3.11
H -6.54 -2.35 1.80
H -7.36 -4.22 0.41
H -5.76 -5.89 -0.48
H -3.36 -5.71 0.08
H -2.54 -3.88 1.49
H -1.40 0.78 -1.67
H -1.81 0.53 -4.12
H -1.96 -1.74 -5.10
H -1.71 -3.73 -3.67
H -1.31 -3.46 -1.23
C 2.17 1.09 -4.35
N 2.16 2.14 -3.33
C 3.52 2.33 -2.83
N 4.11 1.10 -2.32
C 4.09 0.08 -3.37
N 2.75 -0.17 -3.89
C 1.89 -0.84 -2.93
P 1.63 0.25 -1.46
C 1.21 1.86 -2.26
C 3.43 0.64 -1.12
H 2.76 1.45 -5.20
H 1.15 0.91 -4.69
H 3.52 3.09 -2.05
H 4.14 2.68 -3.66
H 4.50 -0.85 -2.97
H 4.72 0.42 -4.18
H 2.33 -1.78 -2.59
H 0.93 -1.06 -3.39
H 1.23 2.64 -1.50
H 0.20 1.83 -2.68
H 3.91 -0.25 -0.73
H 3.46 1.41 -0.35
O 2.18 -2.00 -0.17
N 2.53 -1.86 1.16
O 2.71 -0.44 1.37
F 0.99 8.25 4.04
C 1.19 7.14 4.76
F 0.35 7.18 5.80
F 2.44 7.20 5.24
C 1.00 5.90 3.92
C 0.11 4.90 4.30
C 0.01 3.75 3.55
C 0.79 3.59 2.40
C 1.65 4.62 2.00
C 1.75 5.77 2.76
C 0.76 2.34 1.70
C 0.73 1.28 1.12
H -0.48 5.03 5.20
H -0.67 2.96 3.84
H 2.23 4.51 1.10
H 2.42 6.56 2.46
Cl 1.83 -3.54 3.98
C 1.40 -4.64 2.69
Cl 0.29 -3.94 1.46
H 0.86 -5.47 3.12
H 2.29 -4.95 2.16
*
```

Atomic partial charges in e from the Mulliken method, atoms 1 to 4: number 1, W, carries 1.304; number 2, S, carries -0.366; number 3, C, carries 0.623; number 4, N, carries -0.917


Entry 2:
Density functional theory data (ωB97M-V/def2-TZVPD) for a structure of composition C29H29Cl2N6O3PS4Y.

For the energy relative to the best compared isomer or geometry (same formula, charge and spin), the calculation gives 13.3 kcal/mol. The value obtained for the HOMO-LUMO gap is 0.236 Eh. The largest force on an atom is 0.65 eV/Å.

ORCA input file:
```
! wB97M-V def2-TZVPD RIJCOSX def2/J DEFGRID3
* xyz -1 1
Y -0.10 0.39 0.54
N 1.20 4.19 -2.16
C 0.73 3.07 -1.54
S 0.68 3.09 0.17
N 0.44 2.11 -2.41
N -0.02 0.95 -1.89
C -0.32 0.05 -2.77
C -0.11 0.26 -4.23
C 1.18 0.25 -4.75
C 1.40 0.42 -6.10
C 0.32 0.61 -6.96
C -0.97 0.63 -6.45
C -1.18 0.45 -5.09
C -0.97 -1.19 -2.30
C -1.42 -2.16 -3.18
C -2.12 -3.25 -2.69
C -2.36 -3.34 -1.34
C -1.84 -2.37 -0.51
N -1.14 -1.33 -0.98
H 1.28 5.02 -1.61
H 1.07 4.26 -3.15
H 2.02 0.13 -4.07
H 2.41 0.41 -6.50
H 0.48 0.75 -8.02
H -1.82 0.79 -7.11
H -2.19 0.47 -4.69
H -1.23 -2.05 -4.24
H -2.48 -4.01 -3.37
H -2.93 -4.16 -0.91
H -1.97 -2.40 0.57
S -1.83 -0.43 2.46
C -3.07 0.56 1.75
S -2.68 1.43 0.32
C -4.32 0.63 2.33
C -5.38 1.42 1.76
N -6.23 2.06 1.32
C -4.65 -0.12 3.51
N -4.95 -0.71 4.46
Cl 2.55 0.31 -0.63
C 3.73 0.95 0.49
C 4.96 1.28 -0.05
C 5.95 1.77 0.77
C 5.69 1.92 2.13
C 4.44 1.59 2.64
Cl 4.22 1.81 4.35
C 3.38 1.10 1.85
S 1.84 0.70 2.53
H 5.12 1.15 -1.11
H 6.92 2.03 0.37
H 6.45 2.30 2.80
C 0.83 -5.49 -1.82
C 0.59 -5.15 -0.37
O 1.67 -4.38 0.18
P 1.71 -2.75 -0.05
O 3.18 -2.55 0.59
C 4.34 -2.72 -0.22
C 5.14 -3.91 0.28
O 0.81 -2.17 1.18
C 1.00 -2.68 2.54
C -0.16 -3.56 2.93
H 0.01 -6.10 -2.21
H 1.76 -6.05 -1.93
H 0.89 -4.58 -2.42
H 0.52 -6.05 0.24
H -0.36 -4.60 -0.26
H 4.91 -1.80 -0.16
H 4.05 -2.87 -1.27
H 5.44 -3.74 1.31
H 6.03 -4.04 -0.33
H 4.53 -4.82 0.23
H 1.10 -1.80 3.17
H 1.94 -3.23 2.57
H -1.11 -3.02 2.89
H -0.01 -3.90 3.96
H -0.23 -4.44 2.29
*
```

Atomic partial charges in e from the Mulliken method, atoms 1 to 4: number 1, Y, carries -0.143; number 2, N, carries -0.453; number 3, C, carries 0.541; number 4, S, carries -0.343